*1*
A 2-piece molecular cluster, C3H5ClO overall, computed with ωB97M-V/def2-TZVPD.

Geometry as XYZ:
```
10
Properties=species:S:1:pos:R:3:nbo_charge:R:1
C -0.71431 0.01064 -0.50070 -0.2953
H 1.73328 -2.00939 0.29311 0.5037
H -0.69705 1.92353 0.36790 0.2046
H -1.37075 -0.72313 -1.12388 0.2364
H -2.04349 1.59595 -0.65253 0.2029
O 1.00784 -1.74468 -0.35755 -0.6821
C -1.13521 1.20151 -0.30117 -0.3324
C 0.62708 -0.50485 0.00384 0.2854
Cl 2.09487 0.52163 0.01894 -0.0621
H 0.49773 -0.27121 2.25203 -0.0610
```

## Properties
LUMO (spin up / spin down) in eV: -0.3 / -0.6
Charge: 0
Gap between HOMO and LUMO (spin up / spin down) in eV: 9.49 / 7.50
2S+1: 1

*2*
One molecule with the formula C3H5ClO, computed with ωB97M-V/def2-TZVPD.

Geometry as XYZ:
```
10
Properties=species:S:1:pos:R:3:nbo_charge:R:1
H -0.28886 1.50124 1.11008 0.2499
H -1.31973 1.76716 -0.37788 0.2510
C -0.76881 -0.25886 0.11109 0.5335
C -0.47271 1.14632 -0.07159 -0.7510
O -1.83267 -0.80787 0.02831 -0.5134
H 0.71781 -1.59983 -1.03409 0.2644
C 0.53749 -1.03791 -0.01950 -0.5095
H 0.65135 -1.95989 0.68188 0.2545
Cl 2.09845 -0.15026 0.04460 -0.0538
H 0.67768 1.39990 -0.47289 0.2743
```

## Properties
LUMO in eV: 0.7
Charge: 0
Gap between HOMO and LUMO in eV: 10.78
SMILES string: CC(=O)CCl
2S+1: 1

Energy ordering: *2* at the bottom, the next structure 3.370 eV above.

*1*
A 2-piece molecular cluster, CH3F2OPS overall, computed with ωB97M-V/def2-TZVPD.

Geometry as XYZ:
```
9
Properties=species:S:1:pos:R:3:nbo_charge:R:1
F 2.84523 1.06877 -1.15010 -0.5831
S 3.52575 -1.47525 -0.10551 -0.3344
O -2.31323 -0.06582 0.03938 -0.4977
H -3.48858 1.29540 -0.44117 0.1200
F 2.44510 0.86360 1.17486 -0.5833
H -4.15303 0.02972 0.83782 0.1166
H 2.44544 -2.22449 -0.32658 0.1427
P 2.08490 0.06136 -0.17159 1.3584
C -3.39157 0.44669 0.14290 0.2609
```

## Properties
LUMO in eV: 0.8
Charge: 0
Gap between HOMO and LUMO in eV: 10.98
SMILES string: FP(F)S.C=O
2S+1: 1

*2*
A 2-piece molecular cluster, CH3F2OPS overall, computed with ωB97M-V/def2-TZVPD.

Geometry as XYZ:
```
9
Properties=species:S:1:pos:R:3:nbo_charge:R:1
P -0.88116 0.64334 -0.83075 1.0638
H 2.20749 -0.05573 0.95936 0.1584
H 2.06703 1.53222 0.13672 0.1857
H -1.73971 -2.23306 -0.57696 0.5594
C 1.68478 0.56724 0.35804 0.3690
F -0.30529 2.17397 -0.69995 -0.6156
F -1.99321 -2.94775 0.00921 -0.5635
S -1.79560 0.42387 0.91193 -0.5873
O 0.75567 -0.10408 -0.26760 -0.5699
```

## Properties
LUMO (spin up / spin down) in eV: -2.3 / -2.3
Charge: 0
Gap between HOMO and LUMO (spin up / spin down) in eV: 6.52 / 6.52
2S+1: 1

Energy ordering: *1* at the bottom, the next structure 1.962 eV above.

*1*
A 2-piece molecular cluster, C4H14N overall, computed with ωB97M-V/def2-TZVPD.

Geometry as XYZ:
```
19
Properties=species:S:1:pos:R:3:nbo_charge:R:1
C 0.08005 1.34214 -0.59934 -0.4005
H 1.83618 2.71108 -0.97327 0.2175
C 1.26425 1.86043 -1.36216 -0.6177
H 0.79651 -1.72057 0.52602 0.2460
C -0.78544 2.44098 0.01076 -0.6148
H 0.35970 -3.23225 -0.29727 0.2506
N -0.97311 -2.63830 1.13081 -0.6630
C 0.43547 -2.75182 0.67766 -0.4307
H -1.06475 -2.08950 1.99379 0.4487
H -0.16662 3.31825 0.24044 0.2180
H 2.03719 1.08904 -1.43358 0.2054
H 1.04287 -3.04983 1.53740 0.2550
H 0.36212 0.64962 0.21448 0.1600
H -1.57552 -2.26342 0.39545 0.4476
H -1.58784 2.73540 -0.65648 0.2176
H -1.20653 2.18696 0.98813 0.2013
H 1.05479 2.15699 -2.37654 0.2191
H -0.49338 0.79677 -1.36301 0.1965
H -1.41595 -3.54196 1.34672 0.4433
```

## Properties
LUMO in eV: -4.2
Charge: +1
Gap between HOMO and LUMO in eV: 10.14
2S+1: 1

*2*
A 2-piece molecular cluster, C4H14N overall, computed with ωB97M-V/def2-TZVPD.

Geometry as XYZ:
```
19
Properties=species:S:1:pos:R:3:nbo_charge:R:1
H 0.28287 0.84263 -1.59436 0.2403
H -0.20424 -1.48710 1.32961 0.1741
H 0.13281 0.17113 0.18531 0.2439
H 1.11633 2.96058 0.05188 0.4537
C 2.10844 0.63574 -0.60009 -0.6630
H -1.83916 -1.79849 1.93149 0.2137
H -2.11345 -0.47934 -0.36087 0.1755
C 0.62735 0.85355 -0.56564 -0.1996
N 0.30314 2.28245 0.08613 -0.7015
H -1.25177 -2.98225 1.14664 0.2316
H 0.03352 2.19968 1.07333 0.4413
H -2.42428 -2.20285 -0.59423 0.2346
H 2.60591 1.23986 -1.44693 0.2429
H -0.50873 2.57100 -0.38666 0.4382
C -1.63833 -1.52493 -0.19655 -0.6064
H 2.47848 0.57577 0.31078 0.2302
C -1.22543 -1.88362 1.19234 -0.6066
H 2.25288 -0.40600 -0.75154 0.2657
H -0.73634 -1.56779 -0.81065 0.1913
```

## Properties
LUMO in eV: -3.8
Charge: +1
Gap between HOMO and LUMO in eV: 10.84
2S+1: 1

*3*
A 2-piece molecular cluster, C4H14N overall, computed with ωB97M-V/def2-TZVPD.

Geometry as XYZ:
```
19
Properties=species:S:1:pos:R:3:nbo_charge:R:1
H -0.46368 0.66296 0.26706 0.4501
N -1.10188 0.07311 0.80719 -0.6831
H 4.02892 0.56593 -0.55635 0.2254
H 3.36545 1.92292 -1.32305 0.2214
H 2.18120 2.08849 0.65277 0.2307
C 2.05356 1.10483 0.21503 -0.5955
C -2.44610 -1.86552 -0.00012 -0.6512
C 3.07916 0.95191 -0.91290 -0.6174
H -1.82686 -0.15215 -1.13912 0.2299
H -1.46528 0.62279 1.58947 0.4439
H 1.05329 0.97977 -0.17543 0.1278
H -0.53916 -0.62799 1.30413 0.4468
C -2.18520 -0.39057 -0.14613 -0.2203
H 2.28121 0.39807 1.01222 0.2124
H -3.24820 -2.21669 -0.66000 0.2666
H -1.56904 -2.44959 -0.28956 0.2307
H 2.76930 0.32359 -1.74842 0.2120
H -3.09731 0.12212 0.12838 0.2352
H -2.86937 -2.11398 0.97484 0.2345
```

## Properties
LUMO in eV: -3.6
Charge: +1
Gap between HOMO and LUMO in eV: 11.62
2S+1: 1

Energy ordering: *3* at the bottom, the next structure 0.384 eV above.

*1*
C6H14N2 as an isolated structure, computed with ωB97M-V/def2-TZVPD.

Geometry as XYZ:
```
22
Properties=species:S:1:pos:R:3:nbo_charge:R:1
H 3.10021 0.33443 1.27327 0.3775
C 1.46325 -0.80262 1.72101 -0.2195
H -0.55951 -2.19851 -0.83291 0.2804
N 2.42861 -0.23520 0.78089 -0.8311
H 1.92628 0.34783 0.13490 0.3518
C -0.12947 -1.33161 -0.31830 -0.5150
C 0.50999 -1.78565 1.01393 -0.3801
H -2.46688 2.32909 -0.22309 0.2831
H 0.72293 -1.05816 -0.94581 0.2408
H -2.17127 -0.57357 0.02644 0.2390
H 0.17938 2.47020 -1.20002 0.3997
H -0.22950 -2.18023 1.71367 0.2232
H 2.03048 -1.39528 2.43384 0.2221
N 0.32866 1.49207 -0.95793 -0.6121
C -0.98960 0.97853 -0.82977 0.2212
H 0.78731 -0.07510 2.19951 0.1545
H -2.89945 1.24626 -1.60680 0.2605
H -1.88361 2.58967 -1.96411 0.2540
C -2.14233 1.89687 -1.15927 -0.6815
H -0.03886 0.82191 -1.75928 0.4290
H 1.19198 -2.58988 0.72597 0.2364
C -1.15861 -0.28104 -0.22615 0.0660
```

## Properties
<S²>: 0.755
LUMO (spin up / spin down) in eV: -4.6 / -7.4
Charge: +1
Gap between HOMO and LUMO (spin up / spin down) in eV: 8.07 / 5.19
2S+1: 2

*2*
An isolated ion of composition C6H14N2 and charge +1, computed with ωB97M-V/def2-TZVPD.

Geometry as XYZ:
```
22
Properties=species:S:1:pos:R:3:nbo_charge:R:1
C 0.38541 0.55228 -0.19228 -0.4822
H 0.41901 0.88241 -1.24591 0.2600
H 2.44018 -3.13660 -1.10928 0.1931
C -0.11867 -1.94154 -0.23700 -0.5121
H -1.80334 1.77900 -1.63770 0.2616
H 1.00583 1.27333 0.35262 0.2264
H 3.86604 -2.36151 -0.50434 0.1985
C -1.74220 2.02763 -0.57300 -0.6525
N 2.12615 -1.13980 -0.34521 -0.5468
H -1.72158 0.03365 -0.06519 0.2253
C 2.83341 -2.18301 -0.77327 -0.2378
H -1.16050 -1.73348 -0.10858 0.1801
H -0.34220 0.87692 2.14319 0.4511
H 0.17005 -2.98062 -0.22807 0.2338
H -2.75406 2.24891 -0.25858 0.2359
C -1.06697 0.86679 0.13629 -0.0086
C 0.77085 -0.91517 -0.26102 0.1561
H 2.68124 -0.33671 -0.09619 0.3952
H -1.10285 2.91082 -0.58478 0.2314
H -1.76293 1.89192 1.91341 0.4470
H -1.89058 0.33017 1.98532 0.4424
N -1.23228 1.05459 1.68957 -0.6978
```

## Properties
<S²>: 0.764
LUMO (spin up / spin down) in eV: -3.5 / -3.6
Charge: +1
Gap between HOMO and LUMO (spin up / spin down) in eV: 5.90 / 8.73
2S+1: 2

Energy ordering: *2* at the bottom, the next structure 1.483 eV above.